No. 1
{
  "formula": "C4H9PS",
  "method": "ωB97M-V/def2-TZVPD",
  "orbital_gap_ev": [6.2, 9.0],
  "homo_energy_ev": [-8.2, -8.7],
  "total_charge": 0,
  "symbols": ["C", "C", "C", "C", "P", "S", "H", "H", "H", "H", "H", "H", "H", "H", "H"],
  "positions_angstrom": [[1.505081, 0.591225, -0.240898], [0.466830, -0.444556, -0.875334], [0.778044, 1.713696, 0.578672], [-0.476353, -1.115198, 0.206265], [-1.912350, -0.133747, 0.898958], [-3.082808, 0.309939, -0.607614], [2.291560, 0.105868, 0.441772], [1.961632, 1.014825, -1.112065], [-0.109447, -0.055678, -1.769328], [1.074037, -1.229529, -1.255189], [1.018389, 1.962837, 1.575316], [-0.158257, 2.088118, 0.099092], [-0.851496, -1.990108, -0.377179], [-0.061176, -1.524548, 1.034687], [-2.443682, -1.293150, 1.402845]],
  "forces_ev_per_a": [[-1.5, 0.2, 1.7], [-0.1, 0.8, 2.0], [-0.6, -1.6, -2.8], [-1.2, 1.2, -4.4], [1.2, -0.5, -1.1], [-0.5, 0.5, -0.4], [-1.2, 0.4, -1.3], [0.8, 0.5, -0.3], [0.5, -0.1, 1.3], [0.5, -0.8, -0.5], [0.2, 0.2, 0.8], [1.0, 0.0, 0.7], [-0.5, 0.6, 0.7], [2.1, -1.0, 2.5], [-0.8, -0.5, 1.0]],
  "mulliken_charge": [-0.20, -0.73, -1.06, -0.84, 0.16, -0.26, 0.28, 0.30, 0.29, 0.37, 0.34, 0.42, 0.37, 0.51, 0.05]
}

=====

No. 2
{
  "formula": "C5H11FN",
  "method": "ωB97M-V/def2-TZVPD",
  "orbital_gap_ev": 11.4,
  "homo_energy_ev": -15.4,
  "total_charge": 1,
  "symbols": ["C", "C", "C", "C", "C", "N", "F", "H", "H", "H", "H", "H", "H", "H", "H", "H", "H", "H"],
  "positions_angstrom": [[1.374837, -0.742964, 0.804581], [1.685206, 0.029802, -0.474274], [-0.031309, -0.535724, 1.061321], [0.386120, 0.910483, -0.660304], [-1.912023, 0.801339, 0.315803], [-0.561471, 0.336525, 0.280779], [-1.154853, -1.469279, -1.344997], [1.737764, -1.725144, 0.862915], [1.804825, -0.144761, 1.649111], [2.623211, 0.712019, -0.301039], [1.719911, -0.589470, -1.284424], [-0.699437, -2.146597, -1.735153], [-0.492100, -1.049291, 1.855499], [0.493463, 2.046125, -0.241163], [0.017371, 0.958894, -1.679464], [-2.645039, 0.484440, 1.169101], [-1.953251, 1.817459, 0.295632], [-2.393224, 0.306146, -0.573925]],
  "forces_ev_per_a": [[0.9, 2.3, 0.6], [0.1, 3.6, 2.3], [-0.1, 0.5, -1.4], [1.5, 2.9, 1.3], [-3.2, -3.7, 0.0], [0.2, -1.1, 2.0], [-0.6, 0.7, 0.3], [0.4, -1.4, 0.2], [0.2, -0.7, -0.2], [-1.8, -1.6, -0.9], [0.8, -1.6, -2.2], [0.5, -1.2, -0.8], [-1.2, -0.2, 0.8], [0.1, -2.5, -1.3], [-0.2, -0.1, 0.1], [2.2, 0.1, -1.0], [0.0, 2.9, -0.5], [0.3, 1.1, 0.6]],
  "mulliken_charge": [-0.69, -0.57, -0.10, -0.55, -0.78, 0.10, -0.35, 0.44, 0.30, 0.29, 0.34, 0.36, 0.55, 0.37, 0.32, 0.30, 0.35, 0.32]
}

=====

No. 3
{
  "formula": "C2H3NO3",
  "method": "ωB97M-V/def2-TZVPD",
  "orbital_gap_ev": 8.9,
  "homo_energy_ev": -8.3,
  "total_charge": 0,
  "symbols": ["C", "C", "N", "O", "O", "O", "H", "H", "H"],
  "positions_angstrom": [[1.747738, -0.418625, 0.084594], [-1.364029, 0.763279, 0.309248], [1.976017, 0.564956, -0.510937], [1.232729, -1.414313, 0.296026], [-1.347556, 0.007866, -0.904972], [-1.506021, -0.779997, 0.236498], [-2.392672, 1.085301, 0.433690], [-0.677845, -1.250587, 0.319370], [2.331640, 1.442121, -0.263515]],
  "forces_ev_per_a": [[-0.9, 0.9, -1.2], [1.5, 1.1, 0.6], [1.4, 2.0, -1.1], [-1.0, -3.9, 1.9], [0.1, 0.7, -2.0], [-2.2, -1.4, 1.0], [-0.7, -0.3, 0.1], [1.4, -0.1, 0.4], [0.4, 1.0, 0.4]],
  "mulliken_charge": [0.50, -0.31, -0.29, -0.52, -0.17, -0.09, 0.13, 0.47, 0.28]
}

=====

no.,electronic energy (a.u.)
1,-897.22224
2,-351.44852
3,-358.22532